Entry 1
ORCA calculation (ωB97M-V/def2-TZVPD) on a cluster of 2 separate species, C4H7BrN2 in total.

The geometry in ORCA input format:
```
! wB97M-V def2-TZVPD RIJCOSX def2/J DEFGRID3
* xyz 0 1
C -1.077 -1.852 0.362
C -0.642 0.605 -0.235
C 1.361 2.073 0.549
C 0.286 1.970 -0.104
N -1.285 -3.057 0.257
N -0.574 -0.743 0.263
Br 1.938 -2.413 -0.927
H -0.787 0.420 -1.324
H -1.632 0.996 0.078
H -1.996 -3.707 0.505
H 1.087 -1.400 -0.307
H 1.836 3.105 0.584
H 1.845 1.204 0.908
H -0.362 2.798 -0.608
*
```

The HOMO energy comes out at -9.537 eV. The value obtained for the gap between HOMO and LUMO is 10.162 eV. Its SMILES is C=CCN=C=N.Br.

natural (NBO) atomic charge list, values in e, 8 entries: 0.699 -0.258 -0.418 -0.154 -0.741 -0.563 -0.264 0.206

Entry 2
ORCA calculation (ωB97M-V/def2-TZVPD) on an isolated molecule of C4H7BrN2.

The geometry in ORCA input format:
```
! wB97M-V def2-TZVPD RIJCOSX def2/J DEFGRID3
* xyz 0 1
C -1.491 -1.084 -0.636
C 1.901 0.443 -0.492
C -2.561 -1.347 0.428
C 2.459 1.783 -0.037
N -0.683 -0.151 -0.379
N 0.168 0.617 -0.142
Br 2.596 -1.038 0.272
H -1.692 -1.566 -1.684
H -3.184 -2.210 0.322
H -3.329 -0.605 0.479
H -1.921 -1.238 1.391
H 1.690 2.219 0.699
H 3.393 1.653 0.546
H 2.655 2.521 -0.767
*
```

The HOMO energy (spin up / spin down) comes out at -7.325 / -7.655 eV. The value obtained for the gap between HOMO and LUMO (spin up / spin down) is 6.989 / 7.380 eV. Its SMILES is C/C=N/N=C(/C)Br.

natural (NBO) atomic charge list, values in e, 8 entries: -0.066 -0.126 -0.648 -0.715 -0.022 -0.083 0.097 0.214

Most stable = entry 1

Entry 1
ORCA calculation (ωB97M-V/def2-TZVPD) on a cluster of 2 separate species, C3H8O2S2 in total.

The geometry in ORCA input format:
```
! wB97M-V def2-TZVPD RIJCOSX def2/J DEFGRID3
* xyz 0 1
O -2.594 -0.498 1.531
C -2.441 -1.620 1.121
O -1.260 -2.191 0.857
H -3.242 -2.250 0.799
H -0.521 -1.554 1.147
C 0.968 1.556 -1.923
C 1.103 0.497 -0.796
S 1.066 1.275 0.872
S 1.352 -0.447 1.977
H 1.860 2.219 -2.048
H 0.089 2.231 -1.778
H 0.825 1.028 -2.910
H 2.086 -0.079 -0.904
H 0.240 -0.168 -0.839
H 0.469 0.002 2.893
*
```

The HOMO energy comes out at -8.706 eV. The value obtained for the gap between HOMO and LUMO is 9.076 eV. Its SMILES is CCSS.O=CO.

natural (NBO) atomic charge list, values in e, 8 entries: -0.590 0.646 -0.706 0.113 0.493 -0.631 -0.522 0.093

Entry 2
ORCA calculation (ωB97M-V/def2-TZVPD) on a cluster of 2 separate species, C3H8O2S2 in total.

The geometry in ORCA input format:
```
! wB97M-V def2-TZVPD RIJCOSX def2/J DEFGRID3
* xyz 0 1
C -0.602 1.063 -1.222
C 0.332 0.100 1.771
C -0.263 -0.179 -1.527
O -1.298 1.349 0.033
O -0.895 -1.277 -1.065
S 1.815 -0.958 1.705
S 0.996 -0.758 -2.603
H -0.067 1.884 -1.640
H 0.793 1.142 1.698
H 0.158 -0.117 2.821
H -0.491 -0.059 1.155
H -1.012 2.294 0.253
H -1.495 -0.988 -0.357
H 1.229 -1.735 0.769
H 0.800 -1.762 -1.792
*
```

The HOMO energy comes out at -8.373 eV. The value obtained for the gap between HOMO and LUMO is 8.768 eV. Its SMILES is O/C=C(\O)S.CS.

natural (NBO) atomic charge list, values in e, 8 entries: -0.032 -0.718 0.104 -0.732 -0.690 -0.063 0.033 0.189

Most stable = entry 1

Entry 1
ORCA calculation (ωB97M-V/def2-TZVPD) on an isolated molecule of C4H8ClN3.

The geometry in ORCA input format:
```
! wB97M-V def2-TZVPD RIJCOSX def2/J DEFGRID3
* xyz 0 1
C 0.986 -0.889 0.072
C 1.336 0.142 1.132
C -0.243 1.171 -0.274
C -0.325 -0.330 -0.521
H 1.915 -1.752 -1.541
H 2.095 -0.126 -1.454
H 0.881 -1.918 0.428
H 2.442 0.193 1.251
H 0.924 -0.133 2.115
H 0.670 2.190 1.232
H -0.916 2.955 -0.433
H -0.517 -0.501 -1.584
N 2.056 -0.972 -0.907
N 0.811 1.409 0.615
N -1.125 1.985 -0.774
Cl -1.778 -1.084 0.294
*
```

The HOMO energy comes out at -9.325 eV. The value obtained for the gap between HOMO and LUMO is 10.151 eV. Its SMILES is [H]/N=C1\NC[C@H](N)[C@H]1Cl.

natural (NBO) atomic charge list, values in e, 8 entries: -0.087 -0.231 0.410 -0.244 0.364 0.356 0.224 0.217

Entry 2
ORCA calculation (ωB97M-V/def2-TZVPD) on an isolated molecule of C4H8ClN3.

The geometry in ORCA input format:
```
! wB97M-V def2-TZVPD RIJCOSX def2/J DEFGRID3
* xyz 0 1
C 0.940 1.168 -0.485
C -0.200 1.537 0.431
C -0.289 0.310 -0.045
C 0.093 -0.883 0.738
H 3.142 0.948 -0.541
H 1.898 0.332 0.917
H 0.770 1.303 -1.518
H -0.891 2.271 0.019
H 0.065 1.593 1.364
H -0.991 -2.294 -0.323
H 0.261 -2.934 0.698
H 0.495 -1.667 2.269
N 2.265 1.245 0.113
N -0.205 -2.104 0.195
N 0.615 -0.687 1.886
Cl -1.573 -0.089 -1.299
*
```

The HOMO energy comes out at -8.429 eV. The value obtained for the gap between HOMO and LUMO is 9.196 eV. Its SMILES is [H]/N=C(\N)[C@@]1(Cl)C[C@H]1N.

natural (NBO) atomic charge list, values in e, 8 entries: -0.033 -0.469 -0.054 0.430 0.377 0.399 0.210 0.242

Most stable = entry 1

Entry 1
ORCA calculation (ωB97M-V/def2-TZVPD) on an isolated molecule of C4H7FN2O.

The geometry in ORCA input format:
```
! wB97M-V def2-TZVPD RIJCOSX def2/J DEFGRID3
* xyz 0 1
C -2.355 0.574 0.214
C -1.927 -0.825 0.210
C 1.388 -0.975 -0.203
C 2.574 -0.050 -0.007
H -0.629 1.020 -0.411
H -3.349 0.539 -0.295
H -2.547 0.858 1.252
H -2.691 -1.625 0.391
H 1.513 -1.974 -0.590
H 3.245 -0.462 0.782
H 3.146 -0.005 -0.941
N -0.793 -1.367 -0.012
N 0.240 -0.456 -0.073
O -1.546 1.426 -0.455
F 2.163 1.184 0.308
*
```

The HOMO energy comes out at -9.361 eV. The value obtained for the gap between HOMO and LUMO is 9.919 eV. Its SMILES is OC/C=N\N=C\CF.

natural (NBO) atomic charge list, values in e, 8 entries: -0.135 0.126 0.107 0.015 0.498 0.190 0.184 0.192

Entry 2
ORCA calculation (ωB97M-V/def2-TZVPD) on a structure of composition C4H7FN2O.

The geometry in ORCA input format:
```
! wB97M-V def2-TZVPD RIJCOSX def2/J DEFGRID3
* xyz 0 1
C 1.256 -0.944 0.179
C 0.848 0.526 0.063
C -0.320 1.052 -0.269
C -2.378 -0.462 -0.288
H 3.037 -0.752 0.459
H 0.529 -1.593 -0.204
H 1.063 -1.115 1.248
H -0.417 2.127 -0.234
H -1.639 0.419 -1.957
H -2.714 -1.382 -1.317
H -2.200 -0.021 1.820
N -1.597 0.449 -0.787
N -2.742 -0.527 1.009
O 2.487 -1.214 -0.410
F 1.820 1.282 0.423
*
```

The HOMO energy comes out at -8.887 eV. The value obtained for the gap between HOMO and LUMO is 9.277 eV.

natural (NBO) atomic charge list, values in e, 8 entries: -0.157 0.396 -0.137 0.321 0.471 0.199 0.181 0.207

Entry 3
ORCA calculation (ωB97M-V/def2-TZVPD) on an isolated molecule of C4H7FN2O.

The geometry in ORCA input format:
```
! wB97M-V def2-TZVPD RIJCOSX def2/J DEFGRID3
* xyz 0 1
C -0.339 2.024 0.427
C 0.432 -0.213 0.150
C -1.947 -0.874 0.119
C 1.614 -0.906 0.105
H -1.356 1.736 0.701
H -0.316 2.868 -0.167
H 0.283 2.142 1.351
H -0.659 -1.247 1.603
H -2.683 -1.518 0.647
H -1.537 0.176 -1.365
H 1.785 -1.882 0.500
N -0.751 -0.714 0.749
N -2.311 -0.367 -0.965
O 0.364 1.006 -0.389
F 2.717 -0.327 -0.384
*
```

The HOMO energy comes out at -8.701 eV. The value obtained for the gap between HOMO and LUMO is 9.467 eV. Its SMILES is [H]/N=C\N/C(=C/F)OC.

natural (NBO) atomic charge list, values in e, 8 entries: -0.251 0.359 0.272 0.135 0.195 0.200 0.183 0.406

Most stable = entry 3